Entry P
A structure of composition C3H8NOP, computed with ωB97M-V/def2-TZVPD.

Positions of all 14 atoms, in Å:
P  1.057  -0.472  0.191
O  1.446  0.819  1.023
N  -0.496  -0.663  0.268
C  0.518  1.852  0.785
C  -1.169  -1.817  -0.367
C  -0.138  1.894  -0.344
H  1.849  -1.346  0.843
H  -2.259  -1.665  -0.204
H  1.426  -0.317  -1.067
H  0.064  1.176  -1.028
H  -0.879  2.628  -0.671
H  -0.948  -2.704  0.328
H  -0.892  -1.930  -1.355
H  0.421  2.545  1.601

## Properties
Kohn-Sham gap ... 0.3310 hartree
Lowest unoccupied orbital energy ... 1.1 eV
HOMO level ... -7.949 eV

---

Entry Q
The molecule C3H8NOP, computed with ωB97M-V/def2-TZVPD.

Positions of all 14 atoms, in Å:
P  -1.322  -2.094  0.390
O  1.830  1.018  -1.525
N  -0.389  -1.045  -0.504
C  -0.365  1.445  0.168
C  0.504  0.177  0.181
C  1.672  0.117  -0.728
H  2.317  -0.683  -0.659
H  -2.433  -1.275  0.862
H  -0.494  -1.674  1.608
H  -1.104  1.161  0.832
H  -0.379  -1.099  -1.537
H  0.672  -0.057  1.185
H  -0.698  1.663  -0.855
H  0.189  2.347  0.583

## Properties
SMILES string ... C[C@H](C=O)NP
Kohn-Sham gap ... 0.3507 hartree
Lowest unoccupied orbital energy ... 0.6 eV
HOMO level ... -8.984 eV

---

Of them, entry Q has the highest stability.

---

Entry P
The molecule C3H8NOP, computed with ωB97M-V/def2-TZVPD.

Positions of all 14 atoms, in Å:
P  -0.959  1.133  0.895
O  -2.156  1.241  -0.209
N  -0.745  -0.866  0.591
C  1.441  -0.486  -0.320
C  0.079  -1.042  -0.491
C  1.617  0.814  -0.493
H  -1.739  0.997  2.116
H  2.217  -0.998  0.272
H  -0.401  -1.132  1.527
H  0.228  -2.085  -0.790
H  -2.422  0.242  -0.400
H  2.526  1.417  -0.350
H  -0.432  -0.525  -1.397
H  0.746  1.289  -0.951

## Properties
SMILES string ... C=CCNPO
Kohn-Sham gap ... 0.3568 hartree
Lowest unoccupied orbital energy ... 0.8 eV
HOMO level ... -8.878 eV

---

Entry Q
The molecule C3H8NOP, computed with ωB97M-V/def2-TZVPD.

Positions of all 14 atoms, in Å:
P  1.101  -0.510  -0.393
O  -2.622  0.429  -0.291
N  2.520  0.399  0.076
C  -0.227  0.772  -0.384
C  -2.093  -0.706  0.355
C  -1.442  -0.043  -0.775
H  -0.284  1.196  0.602
H  2.653  1.242  -0.443
H  -1.667  -0.419  1.255
H  3.325  -0.132  0.226
H  -2.553  -1.592  0.164
H  -1.495  -0.456  -1.719
H  0.024  1.611  -1.090
H  1.043  -0.873  0.895

## Properties
SMILES string ... NPC[C@H]1CO1
Kohn-Sham gap ... 0.3413 hartree
Lowest unoccupied orbital energy ... 1.1 eV
HOMO level ... -8.183 eV

---

Of them, entry P has the highest stability.